(1)
Entry from the Open Molecules 2025 dataset: C3H6O2S2 in the gas phase in a non-equilibrium geometry (the ωB97M-V functional and the def2-TZVPD basis).

The geometry in XYZ format:
```
13
Properties=species:S:1:pos:R:3:forces:R:3
C 0.840394 -0.260076 -0.420976 -0.08 0.31 0.16
C -1.412450 -1.113525 -0.534004 -0.96 -0.63 -0.28
C 0.608151 1.879845 1.302313 0.08 -0.32 -0.25
O 1.481522 -1.120783 -1.079498 -0.17 1.99 1.69
O -0.458579 -0.093788 -0.218525 1.51 -0.22 -0.39
S 0.924049 -2.382421 -2.052689 -0.46 -1.57 -1.32
S 1.839186 0.956702 0.336093 -0.10 -0.01 -0.01
H -2.370308 -0.694537 -0.231362 0.07 0.04 0.10
H -1.202520 -2.021014 0.031234 0.02 0.13 -0.09
H -1.416916 -1.340018 -1.599757 0.07 0.07 0.28
H 0.214367 1.244715 2.090866 -0.04 0.08 0.01
H -0.186262 2.220623 0.645217 0.02 0.08 0.10
H 1.139367 2.724277 1.731090 0.05 0.03 0.00
```
Positions in Å, forces in eV/Å.

The gap between HOMO and LUMO comes out at 7.81 eV. The relative energy (zero: lowest compared OMol25 entry of this formula, charge and spin) is 3.176 eV. The value obtained for the lowest unoccupied orbital energy is 0.31 eV. As for the net charge: 0. As for the spin multiplicity: 1. For the strongest force on any atom, the calculation gives 2.6 eV Å⁻¹.

(2)
Entry from the Open Molecules 2025 dataset: a molecular structure, C3H6O3 in a non-equilibrium geometry (the ωB97M-V functional and the def2-TZVPD basis).

The geometry in XYZ format:
```
12
Properties=species:S:1:pos:R:3:forces:R:3
C -1.281303 -0.907641 0.183839 2.60 -0.38 -1.06
C 0.377438 1.370379 -0.100988 0.28 1.69 -0.10
C 0.291339 -0.624018 -0.336209 -2.86 -4.59 -0.45
O -1.294943 0.365953 0.542311 -0.67 1.89 0.78
O 1.054400 -0.993242 0.743515 0.54 1.11 -0.49
O 0.486666 -0.821554 -1.533390 0.78 1.34 0.99
H 1.911358 -0.548191 0.651149 0.14 -0.31 0.11
H -1.232813 -1.641811 0.993774 -0.21 0.05 -0.02
H -1.873427 -1.175074 -0.694010 -0.09 -0.06 0.13
H 0.401772 1.841991 0.875109 -0.33 -0.19 -0.01
H -0.239208 1.861666 -0.842854 -0.06 -0.07 0.16
H 1.398722 1.271542 -0.482245 -0.11 -0.48 -0.04
```
Positions in Å, forces in eV/Å.

The gap between HOMO and LUMO (spin up / spin down) comes out at 7.38 / 8.25 eV. The relative energy (zero: lowest compared OMol25 entry of this formula, charge and spin) is 6.461 eV. The value obtained for the lowest unoccupied orbital energy (spin up / spin down) is -1.78 / -1.01 eV. As for the net charge: 0. As for the spin multiplicity: 1. For the strongest force on any atom, the calculation gives 5.4 eV Å⁻¹.

relative energy (zero: lowest compared OMol25 entry of this formula, charge and spin) of number 2 (C3H6O3)?
6.461 eV